Record 1
The following is a DFT calculation (ωB97M-V/def2-TZVPD) of a single C22H25FN2O2 molecule.

Each line ends with the Mulliken charge.
Geometry (Å):
C1 0.98650 0.73357 0.37216  0.042
C2 0.22039 -3.05616 -0.59067  -0.608
H1 0.49008 -1.16950 3.07110  0.470
H2 2.44905 -5.29910 1.86171  0.350
H3 0.12198 -1.43504 1.37949  -0.606
H4 -0.66779 3.86162 -3.90299  0.458
C3 -0.29958 1.77344 2.27286  -1.272
H5 -0.31092 0.85446 -2.49635  -0.043
H6 3.64651 -5.53237 0.58422  0.335
H7 4.05554 -3.04229 -0.66641  0.395
C4 3.10287 -4.78494 1.16162  -1.499
H8 0.13304 2.71640 1.93516  0.400
C5 -1.99474 2.70458 -2.65629  -0.799
C6 0.32780 0.18449 -1.91262  -0.649
C7 0.61843 0.61552 1.85468  0.265
C8 -2.39677 2.43394 -1.35997  -0.220
C9 -1.51071 -0.60945 2.53495  -0.917
C10 2.26709 -2.22477 -1.49300  -0.328
H9 -1.63156 -0.30235 3.57776  0.400
O1 2.06588 1.17066 0.02920  -0.717
H10 -0.86123 -3.06797 -0.56427  0.292
H11 -2.09555 3.64825 1.77128  0.469
H12 0.43660 -1.36453 -3.39460  0.505
C11 2.97536 -3.05043 -0.64332  -0.790
C12 2.31889 -3.89338 0.24741  0.978
H13 -2.46824 2.19886 -3.48472  0.372
H14 1.56487 0.73903 2.38886  0.548
C13 0.93219 -3.88884 0.25724  -0.487
C14 -0.99441 3.63095 -2.90157  -0.383
H15 -0.32906 4.55679 0.28512  0.459
C15 0.87723 -2.21392 -1.47608  0.661
C16 0.10969 -1.26802 -2.35741  -1.319
H16 -0.84555 -0.00848 -0.18138  -0.013
C17 -1.80928 3.09182 -0.28561  0.828
C18 -0.01802 -0.73765 2.20732  -0.009
H17 -2.01764 -1.56638 2.40892  0.403
H18 -3.17470 1.71009 -1.16927  0.474
H19 -3.34106 2.55921 1.10195  0.531
H20 -0.36897 1.79831 3.36969  0.457
C19 -2.22919 0.42936 1.69903  0.593
F1 0.55600 5.18001 -2.04576  -0.347
O2 -3.28029 0.21998 1.12124  -0.673
H21 0.39892 -4.53755 0.93818  0.311
H22 3.83309 -4.20516 1.72418  0.345
H23 -0.95631 -1.50223 -2.31131  0.395
C20 -0.80258 4.01732 -0.52080  -0.470
H24 1.37002 0.48121 -2.04675  0.514
N1 -1.61212 1.63222 1.69248  0.379
N2 0.04434 0.33639 -0.50441  0.681
C21 -2.27230 2.79072 1.11596  -1.828
C22 -0.41115 4.26845 -1.82296  0.270
H25 2.79740 -1.57716 -2.17524  0.394

**Energy relative to the best compared isomer or geometry (same formula, charge and spin)**: 4.00 kJ/mol
**E_HOMO**: -8.8952 eV
**Calculated total energy**: -33014.1759 eV
**Gap between HOMO and LUMO**: 9.6 eV

***

Record 2
The following is a DFT calculation (ωB97M-V/def2-TZVPD) of a molecular structure, C4H8NOS.

Each line ends with the Mulliken charge.
Geometry (Å):
O1 -1.09291 -1.90114 -0.73150  -0.419
H1 1.63556 -1.66880 -1.18382  0.229
H2 -1.03986 1.97685 -0.93305  0.396
S1 2.31622 -0.60709 -0.68769  -0.042
H3 -0.60716 1.34861 1.11267  0.378
H4 0.58267 1.77655 -1.67398  0.350
C1 -0.63487 -1.07223 -0.05363  0.295
H5 0.88501 0.89064 1.57146  0.358
H6 -1.33687 -1.06276 2.16984  0.338
H7 0.39964 -1.62364 1.73388  0.275
C2 -0.44656 -0.82048 1.42078  -0.339
C3 -0.23681 1.25852 -1.29334  -1.113
H8 -0.57825 0.73169 -2.16341  0.323
N1 0.05764 0.56074 1.05964  -0.010
C4 0.09657 0.21254 -0.34786  -0.019

**Charge**: +1
**Energy relative to the best compared isomer or geometry (same formula, charge and spin)**: 288.15 kJ/mol
**E_HOMO**: -14.1062 eV
**Calculated total energy**: -18640.2610 eV
**Gap between HOMO and LUMO**: 8.2 eV

***

Record 3
The following is a DFT calculation (ωB97M-V/def2-TZVPD) of 2 unconnected molecules or ions with the total composition C6H16ClN4.

Each line ends with the Mulliken charge.
Geometry (Å):
N1 -1.47578 -0.06285 0.20162  0.069
C1 -2.58439 0.70812 -0.34088  -0.892
H1 -1.85664 -0.57166 0.98606  0.330
H2 1.59106 -0.55602 -0.39094  0.307
C2 1.12324 -0.19169 2.37690  0.731
H3 -0.23708 -0.09408 -2.52424  0.238
C3 1.27697 0.22987 -1.08470  -0.122
H4 -2.48886 1.13002 -1.43235  0.262
H5 0.31783 -2.00764 2.17493  0.267
H6 -2.86971 1.46477 0.24462  0.432
N2 0.59614 1.33634 -0.42642  -0.121
H7 -0.07668 -2.29807 -2.58403  0.394
H8 2.30082 0.77482 3.79807  0.345
H9 0.29541 2.02948 -1.12210  0.335
H10 2.74771 0.92346 1.98804  0.276
N3 0.85902 -1.32600 2.60327  -0.422
N4 0.24395 -0.55258 -1.76033  -0.373
Cl1 2.66577 0.97573 -2.04562  -0.172
H11 -3.53292 0.00866 -0.49640  0.342
H12 1.54447 2.01902 2.48824  0.291
C4 0.77398 -1.76440 -2.28294  -1.020
H13 1.20663 -2.39818 -1.47600  0.311
H14 -0.93277 -0.71335 -0.43875  0.457
C5 1.92984 0.92340 2.68208  -0.862
H15 -0.89156 1.70642 1.13803  0.199
H16 1.29434 -1.80877 -3.22567  0.349
C6 -0.28665 0.84341 0.60281  -0.951

**Charge**: +1
**Energy relative to the best compared isomer or geometry (same formula, charge and spin)**: 346.77 kJ/mol
**E_HOMO (spin up / spin down)**: -11.5776 / -11.5782 eV
**Calculated total energy**: -24953.1022 eV
**Gap between HOMO and LUMO (spin up / spin down)**: 8.5 / 8.5 eV

***

Record 4
The following is a DFT calculation (ωB97M-V/def2-TZVPD) of a single C6H9BrCl2 molecule.

Each line ends with the Mulliken charge.
Geometry (Å):
H1 -0.92091 0.11216 1.70627  0.349
H2 -2.66625 -0.60301 -0.19974  0.376
H3 0.08615 -1.44189 -0.85493  0.454
H4 -1.28728 1.31919 -1.00945  0.353
Cl1 0.27114 0.54391 -2.56717  -0.161
C1 -0.43762 0.62021 -0.98341  -0.248
C2 -0.47943 -0.73378 -0.23393  -0.169
C3 -1.90672 -1.37309 -0.25829  -0.667
Br1 0.31498 2.70126 1.31745  -0.083
H5 2.26992 -0.10296 -0.37638  0.270
H6 -1.93994 -2.17490 0.42831  0.354
C4 0.84428 1.00792 0.74292  0.425
H7 0.44803 -0.97445 1.74941  0.407
H8 2.94820 0.93859 1.16206  0.335
C5 2.23197 0.88628 0.25241  -1.201
H9 2.42189 1.78831 -0.25913  0.398
Cl2 -2.16121 -2.24873 -1.79054  -0.207
C6 -0.03720 -0.26501 1.17413  -0.986

**Energy relative to the best compared isomer or geometry (same formula, charge and spin)**: 0.00 kJ/mol
**E_HOMO**: -8.0824 eV
**Calculated total energy**: -101452.6149 eV
**Gap between HOMO and LUMO**: 8.7 eV

***

Record 5
The following is a DFT calculation (ωB97M-V/def2-TZVPD) of a molecular structure, C7H7NOS2.

Each line ends with the Mulliken charge.
Geometry (Å):
H1 -1.49937 1.64713 -0.55873  0.378
C1 0.80933 1.13537 2.59351  -0.205
S1 1.18456 1.73421 -0.05167  -0.067
H2 2.27534 -0.50210 -1.02104  0.322
H3 -2.34996 -0.20314 2.60911  0.419
C2 -1.55349 0.46107 2.44073  -0.586
H4 -2.73644 0.30949 -0.17630  0.351
C3 1.49278 -0.95996 -1.47286  -0.809
N1 0.38472 -0.03562 -1.19890  -0.296
H5 1.84360 1.37965 2.88861  0.395
C4 -1.01794 0.76022 1.21724  0.236
H6 1.29842 -1.91633 -1.01073  0.317
H7 1.55073 -0.99154 -2.52526  0.324
O1 -1.23016 -1.45735 -1.26228  -0.650
S2 -0.36874 0.68258 3.71528  -0.132
C5 -1.68843 0.66587 -0.15049  -0.929
C6 -0.86033 -0.32534 -1.00096  0.837
C7 0.31823 1.15723 1.32327  0.096

**Energy relative to the best compared isomer or geometry (same formula, charge and spin)**: 146.19 kJ/mol
**E_HOMO (spin up / spin down)**: -8.8577 / -8.8578 eV
**Calculated total energy**: -32578.1234 eV
**Gap between HOMO and LUMO (spin up / spin down)**: 7.4 / 7.4 eV

***

Record 6
The following is a DFT calculation (ωB97M-V/def2-TZVPD) of a molecular structure, C10H17BeNO.

Each line ends with the Mulliken charge.
Geometry (Å):
C1 0.56533 -0.44428 -2.38191  -0.672
H1 -2.54256 1.97536 2.63893  0.267
C2 1.93256 -3.30713 2.65243  -2.029
H2 3.18588 -0.60685 0.75014  -0.550
H3 1.04600 -2.46320 -1.52619  0.650
H4 1.22951 -4.10114 2.37404  0.250
H5 -0.43738 3.23370 2.14699  0.224
C3 -2.23061 2.04943 1.51133  -0.721
N1 -0.49469 1.58006 0.88361  -0.627
H6 3.97643 -1.48456 2.07707  1.487
H7 -0.35229 1.63323 -0.24142  -0.091
C4 2.98228 -1.13647 1.70543  -1.009
C5 2.03108 -2.34249 1.46041  1.590
H8 2.94959 -3.66518 2.82814  0.650
H9 -2.69305 -0.20816 -1.62230  0.432
H10 -1.52368 -2.45648 -0.68471  0.432
C6 -0.93481 2.80535 1.30322  -0.423
O1 0.65663 -2.03851 1.17956  0.484
H11 2.59006 -0.47286 2.49963  -0.207
C7 -1.02171 -1.64186 -1.21505  -0.867
C8 -1.64327 -0.46660 -1.71778  -0.390
H12 1.50427 -0.17003 -2.86889  0.468
C9 -0.64708 0.28045 -2.40747  -0.888
H13 -1.01300 3.48053 0.42944  0.246
H14 -3.13672 2.26154 0.81361  0.150
C10 0.33966 -1.63375 -1.62701  -0.139
H15 -0.81801 1.23494 -2.93147  0.422
H16 2.36665 -2.94598 0.58097  0.124
Be1 0.68035 -0.72470 0.47219  -1.489
H17 1.50713 -2.81591 3.54290  0.224

**Charge**: -2
**Energy relative to the best compared isomer or geometry (same formula, charge and spin)**: 362.95 kJ/mol
**E_HOMO (spin up / spin down)**: 1.9772 / 3.0380 eV
**Calculated total energy**: -14577.0952 eV
**Gap between HOMO and LUMO (spin up / spin down)**: 3.8 / 2.8 eV